# 1
Entry from the OMol25 dataset: a single C3H3BrO molecule in a non-equilibrium geometry (the ωB97M-V functional and the def2-TZVPD basis).

Values from the calculation:
LUMO: -0.358 eV
structure (SMILES): CC(Br)=C=O
energy relative to the best compared isomer or geometry (same formula, charge and spin): 62.19 kJ/mol
net charge: 0
HOMO-LUMO gap: 8.68 eV
HOMO: -9.0 eV

The geometry in XYZ format:
```
8
C3H3BrO | the OMol25 dataset | the ωB97M-V functional and the def2-TZVPD basis
C -0.10 -0.36 -0.87
C -0.22 0.21 0.41
Br -2.09 0.48 0.93
C 0.78 0.57 1.17
O 1.78 0.86 1.77
H -0.73 -1.31 -0.89
H 0.90 -0.77 -0.86
H -0.31 0.32 -1.67
```



# 2
Entry from the OMol25 dataset: a molecular structure, CHCrF3NO3S in a non-equilibrium geometry (the ωB97M-V functional and the def2-TZVPD basis).

Values from the calculation:
LUMO (spin up / spin down): -7.717 / -7.260 eV
energy relative to the best compared isomer or geometry (same formula, charge and spin): 0.00 kJ/mol
net charge: +1
spin multiplicity: 5
HOMO-LUMO gap (spin up / spin down): 6.59 / 7.11 eV
HOMO (spin up / spin down): -14.3 / -14.4 eV

The geometry in XYZ format:
```
11
CHCrF3NO3S | the OMol25 dataset | the ωB97M-V functional and the def2-TZVPD basis
Cr -2.26 -1.27 0.68
O -0.37 -2.06 0.47
N 0.52 -1.46 -0.39
S -0.06 -0.01 -0.88
O -1.50 0.15 -0.49
O 0.33 0.28 -2.25
C 0.77 1.34 0.12
F 0.39 1.26 1.39
F 2.08 1.19 0.04
F 0.43 2.53 -0.35
H -0.32 -1.94 1.65
```



# 3
Entry from the OMol25 dataset: 2 unconnected molecules or ions with the total composition C10H14N2O4 in a non-equilibrium geometry (the ωB97M-V functional and the def2-TZVPD basis).

Values from the calculation:
LUMO: 4.277 eV
net charge: -2
HOMO-LUMO gap: 2.44 eV
HOMO: 1.8 eV

The geometry in XYZ format:
```
30
C10H14N2O4 | the OMol25 dataset | the ωB97M-V functional and the def2-TZVPD basis
C -4.06 0.04 2.01
C -3.06 -1.05 1.70
O -3.02 -2.03 2.39
O -2.23 -0.90 0.63
C -0.93 -0.39 1.05
C -0.68 0.99 0.41
C -0.08 2.03 1.36
C -1.94 1.57 -0.08
N -2.90 2.12 -0.42
C 0.30 0.82 -0.81
C -0.44 0.73 -2.07
N -0.99 0.82 -3.08
H -5.03 -0.29 1.68
H -4.06 0.18 3.09
H -3.84 0.99 1.53
H -0.21 -1.13 0.73
H -0.92 -0.36 2.13
H -0.18 3.00 0.90
H 0.96 1.79 1.57
H -0.63 2.06 2.29
H 1.03 1.61 -0.88
H 0.87 -0.11 -0.71
O 3.23 -0.26 -0.89
C 3.55 -1.54 -1.30
C 4.42 -1.60 -2.62
O 4.72 -2.87 -3.03
H 2.66 -2.20 -1.52
H 4.12 -2.15 -0.56
H 5.30 -0.95 -2.39
H 3.85 -0.98 -3.36
```



# 4
Entry from the OMol25 dataset: 2 unconnected molecules or ions with the total composition C4H13N2O in a non-equilibrium geometry (the ωB97M-V functional and the def2-TZVPD basis).

Values from the calculation:
LUMO: -2.967 eV
energy relative to the best compared isomer or geometry (same formula, charge and spin): 284.79 kJ/mol
net charge: +1
HOMO-LUMO gap: 10.50 eV
HOMO: -13.5 eV

The geometry in XYZ format:
```
20
C4H13N2O | the OMol25 dataset | the ωB97M-V functional and the def2-TZVPD basis
C 0.46 1.12 -0.84
C 0.83 0.89 0.68
C 1.38 -0.52 0.77
C 1.04 -2.43 -0.81
N 0.68 -1.36 -0.23
N -0.93 0.58 -1.05
H 1.07 0.62 -1.61
H 0.50 2.22 -1.09
H 1.57 1.57 1.03
H -0.11 1.00 1.10
H 2.49 -0.45 0.84
H 1.19 -1.06 1.79
H 1.96 -3.02 -0.83
H 0.22 -2.80 -1.44
H -1.15 -0.43 -1.26
H -1.40 0.57 -0.11
H -1.45 1.17 -1.75
H -2.38 0.52 2.26
H -3.38 1.13 1.16
O -2.58 0.69 1.37
```



# 5
Entry from the OMol25 dataset: a molecular structure, C36H32N2O6P2S2W in a non-equilibrium geometry (the ωB97M-V functional and the def2-TZVPD basis).

Values from the calculation:
LUMO (spin up / spin down): -0.616 / -0.710 eV
energy relative to the best compared isomer or geometry (same formula, charge and spin): 264.95 kJ/mol
net charge: 0
spin multiplicity: 3
HOMO-LUMO gap (spin up / spin down): 5.90 / 6.74 eV
HOMO (spin up / spin down): -6.5 / -7.4 eV

The geometry in XYZ format:
```
81
C36H32N2O6P2S2W | the OMol25 dataset | the ωB97M-V functional and the def2-TZVPD basis
W -0.44 -0.99 -0.75
S -0.48 -1.63 1.91
P -0.65 0.35 1.81
C -0.06 0.78 0.21
P 1.67 0.91 -0.18
S 1.73 -1.77 -0.53
C 2.76 1.27 1.23
C 3.47 2.46 1.34
C 4.33 2.68 2.40
C 4.49 1.70 3.37
C 3.81 0.50 3.26
C 2.96 0.27 2.19
C 1.91 2.30 -1.32
C 2.78 2.14 -2.39
C 2.98 3.18 -3.29
C 2.29 4.37 -3.13
C 1.40 4.53 -2.07
C 1.20 3.49 -1.17
C 0.12 1.16 3.24
C 0.42 2.51 3.19
C 0.97 3.14 4.30
C 1.20 2.42 5.46
C 0.89 1.07 5.52
C 0.36 0.44 4.40
C -2.35 0.97 1.95
C -3.06 0.69 3.11
C -4.36 1.15 3.27
C -4.95 1.90 2.26
C -4.24 2.19 1.10
C -2.94 1.73 0.95
H 3.35 3.24 0.59
H 4.87 3.61 2.48
H 5.16 1.87 4.21
H 3.94 -0.28 4.01
H 2.44 -0.67 2.10
H 3.29 1.19 -2.53
H 3.65 3.04 -4.12
H 2.44 5.18 -3.83
H 0.86 5.46 -1.95
H 0.49 3.60 -0.36
H 0.24 3.08 2.28
H 1.22 4.19 4.25
H 1.63 2.91 6.33
H 1.07 0.51 6.42
H 0.15 -0.63 4.42
H -2.61 0.10 3.90
H -4.91 0.92 4.17
H -5.97 2.26 2.37
H -4.70 2.77 0.31
H -2.39 1.94 0.04
O -4.25 -1.80 -5.65
C -3.43 -1.52 -4.62
C -2.14 -1.02 -4.82
C -1.38 -0.76 -3.70
N -1.85 -0.97 -2.47
C -3.08 -1.43 -2.28
C -3.91 -1.72 -3.33
C -3.41 -1.55 -0.81
O -4.50 -1.92 -0.44
O -2.41 -1.19 -0.07
C 0.03 -0.21 -3.67
O 0.60 0.10 -4.69
O 0.45 -0.13 -2.46
H -3.82 -1.60 -6.49
H -1.72 -0.82 -5.80
H -4.91 -2.09 -3.15
C 0.61 -4.03 -3.24
N 0.54 -4.74 -1.96
C 1.43 -5.86 -1.70
C -0.24 -4.21 -1.02
C -0.26 -4.80 0.36
O -0.91 -3.19 -1.28
H 1.33 -4.54 -3.88
H 0.95 -3.00 -3.07
H -0.36 -4.02 -3.72
H 1.87 -6.18 -2.64
H 0.89 -6.70 -1.27
H 2.24 -5.57 -1.02
H -0.18 -5.88 0.38
H -1.17 -4.47 0.86
H 0.60 -4.38 0.91
```



# 6
Entry from the OMol25 dataset: a molecular structure, C4H14AgBrN4O4 in a non-equilibrium geometry (the ωB97M-V functional and the def2-TZVPD basis).

Values from the calculation:
LUMO: 4.454 eV
net charge: -2
HOMO-LUMO gap: 4.21 eV
HOMO: 0.2 eV

The geometry in XYZ format:
```
28
C4H14AgBrN4O4 | the OMol25 dataset | the ωB97M-V functional and the def2-TZVPD basis
Ag 0.34 -1.32 -0.28
C 0.38 2.16 1.39
O 0.62 0.97 0.58
H 0.29 3.11 0.87
H -0.50 2.01 2.01
H 1.10 2.45 2.15
C 0.63 -3.11 2.48
O 1.59 -2.31 1.78
H 0.34 -4.05 2.02
H 1.14 -3.32 3.41
H -0.27 -2.62 2.84
Br 2.09 -2.68 -2.17
C -2.99 -1.01 -0.10
O -1.97 -1.65 -0.27
N -2.81 0.19 0.41
N -4.17 -1.50 -0.27
H -1.87 0.41 0.68
H -3.56 0.86 0.37
H -5.02 -0.97 -0.22
H -4.04 -2.44 -0.61
C 2.64 1.70 -2.51
O 3.49 1.41 -3.29
N 2.43 2.89 -2.21
N 1.93 0.90 -1.83
H 2.93 3.60 -2.73
H 1.74 3.17 -1.53
H 2.01 -0.09 -2.01
H 1.49 1.23 -0.98
```